Entry 1:
Here is a molecular structure, C3H4F3O2P in a non-equilibrium geometry from the Open Molecules 2025 dataset. Energies are from ωB97M-V/def2-TZVPD.

As for the total charge: 0. The calculation puts the HOMO energy at -9.19 eV. For the strongest force on any atom, the calculation gives 4.22 eV/Å. The molar mass is 160.03 g/mol. The energy above the lowest of the compared OMol25 structures with the same formula, charge and spin is 0.0 kcal per mole.

Geometry (Å):
C  -0.30234  1.63581  0.26882
C  -0.28160  0.31589  0.51718
C  -0.53129  -1.83068  1.49319
O  0.16171  -0.34475  -0.59687
O  -0.71545  -0.39750  1.56532
F  1.27308  2.38187  -2.13926
F  2.00948  0.27909  -1.82512
F  -0.22609  0.70957  -2.74289
P  0.64755  1.04742  -1.53511
H  -0.51535  2.63225  0.57349
H  0.18347  -2.13450  2.24869
H  -0.19738  -2.06856  0.57183
H  -1.50577  -2.22591  1.60072


Entry 2:
Here is 2 unconnected molecules or ions with the total composition C4H12 in a non-equilibrium geometry from the Open Molecules 2025 dataset. Energies are from ωB97M-V/def2-TZVPD.

As for the total charge: -1. As for the expectation value of S²: 0.75. The calculation puts the HOMO energy (spin up / spin down) at 1.57 / -7.60 eV. The spin multiplicity is 2. For the strongest force on any atom, the calculation gives 1.68 eV/Å. The molar mass is 60.14 g/mol. The energy above the lowest of the compared OMol25 structures with the same formula, charge and spin is 6.6 kcal per mole.

Geometry (Å):
C  1.46893  -0.89940  1.72525
C  2.12329  -1.16257  0.38767
H  2.24829  -0.84948  2.50648
H  1.05945  0.11076  1.79616
H  0.78332  -1.65364  2.10256
H  1.38641  -1.26896  -0.41276
H  2.62615  -2.13430  0.39068
H  2.80762  -0.35668  0.13056
C  -1.25794  0.54976  -0.79748
C  -2.32077  1.52436  -1.34292
H  -0.26279  0.64815  -1.23469
H  -1.06863  0.74917  0.26463
H  -1.64782  -0.46493  -0.88400
H  -3.29992  1.18068  -1.01028
H  -2.36008  1.36168  -2.42490
H  -2.18895  2.53361  -0.96100


Entry 3:
Here is C4H5N in the gas phase in a non-equilibrium geometry from the Open Molecules 2025 dataset. Energies are from ωB97M-V/def2-TZVPD.

The SMILES is C#C[C@@H]1CN1. As for the total charge: 0. The calculation puts the HOMO energy at -9.45 eV. For the strongest force on any atom, the calculation gives 9.21 eV/Å. The molar mass is 67.09 g/mol. The energy above the lowest of the compared OMol25 structures with the same formula, charge and spin is 112.5 kcal per mole.

Geometry (Å):
C  -2.29395  0.02452  -0.06382
C  -1.10671  0.02994  0.05208
C  0.20432  -0.05969  0.41400
C  1.49278  0.74268  -0.12006
N  1.09747  -0.81036  -0.34866
H  -3.07312  0.42307  -0.60294
H  0.26446  -0.16971  1.57480
H  2.45075  0.82546  0.56373
H  1.19433  1.53966  -0.79641
H  1.70267  -1.37067  0.00822